Version one
Entry from OMol25: a single C2H4N4O molecule (the ωB97M-V functional and the def2-TZVPD basis).

Output
LUMO	0.71	eV
SMILES	Nc1n[nH]c(O)n1

Geometry as ORCA input:
```
! RIJCOSX wB97M-V def2-TZVPD def2/J DEFGRID3
* xyz 0 1
N 2.171 0.296 0.149
C 0.854 -0.067 0.032
N 0.447 -1.307 0.125
N -0.933 -1.169 0.000
C -1.201 0.154 -0.112
O -2.471 0.543 -0.221
N -0.129 0.893 -0.130
H 2.837 -0.400 -0.149
H 2.374 1.239 -0.139
H -1.467 -1.692 0.677
H -2.481 1.510 -0.232
*
```

Löwdin atomic charge list, values in e, 4 entries:
1. N 0.12
2. C -0.50
3. N 0.07
4. N 0.05

---

Version two
Entry from OMol25: a molecular structure, C2H4N4O (the ωB97M-V functional and the def2-TZVPD basis).

Output
LUMO	-0.08	eV

Geometry as ORCA input:
```
! RIJCOSX wB97M-V def2-TZVPD def2/J DEFGRID3
* xyz 0 1
C -1.356 -0.846 -0.204
C 0.087 0.870 0.001
H 2.076 -1.814 0.542
H -2.171 -1.449 -0.297
H -2.022 1.155 0.032
H 1.615 1.649 -0.323
N 0.684 -0.246 0.309
N -0.177 -1.331 -0.182
N -1.318 0.582 0.343
N 0.589 2.088 -0.186
O 1.994 -0.658 -0.036
*
```

Löwdin atomic charge list, values in e, 4 entries:
1. C -0.10
2. C -0.52
3. H 0.30
4. H 0.08

---

Version three
Entry from OMol25: a single C2H4N4O molecule (the ωB97M-V functional and the def2-TZVPD basis).

Output
LUMO	0.78	eV
SMILES	[H]/N=C(\O)N1N=C1N

Geometry as ORCA input:
```
! RIJCOSX wB97M-V def2-TZVPD def2/J DEFGRID3
* xyz 0 1
H 1.223 1.965 -0.818
N 0.680 1.375 -0.192
C 1.011 0.197 -0.500
O 1.941 -0.085 -1.425
N 0.341 -0.938 0.013
N -1.103 -0.880 -0.856
C -0.960 -0.586 0.350
N -1.590 -0.274 1.478
H 1.992 -1.044 -1.510
H -2.549 0.027 1.359
H -0.986 0.242 2.101
*
```

Löwdin atomic charge list, values in e, 4 entries:
1. H 0.06
2. N 0.15
3. C -0.59
4. O 0.09

---

Version four
Entry from OMol25: a single C2H4N4O molecule (the ωB97M-V functional and the def2-TZVPD basis).

Output
LUMO	0.67	eV
SMILES	N/N=c1/cn[nH]o1

Geometry as ORCA input:
```
! RIJCOSX wB97M-V def2-TZVPD def2/J DEFGRID3
* xyz 0 1
N 2.221 -0.339 0.097
N 1.294 0.691 -0.032
C 0.081 0.287 -0.012
C -1.069 1.120 -0.055
N -2.152 0.443 0.023
N -1.812 -0.880 -0.140
O -0.401 -1.017 -0.055
H 1.899 -1.193 -0.315
H 3.067 0.010 -0.260
H -1.003 2.237 0.014
H -2.124 -1.359 0.734
*
```

Löwdin atomic charge list, values in e, 4 entries:
1. N 0.02
2. N 0.02
3. C -0.39
4. C -0.09

---

If you had to bet on the most stable structure above, which would it be? Bet on version one.